C32H38I2N8SeSn as an isolated structure. Source: OMol25; level of theory: ωB97M-V/def2-TZVPD.

Output
Charge: +2
HOMO level (eV): -12.49
ΔE to the lowest compared entry with this formula, charge and spin (eV): 2.896
HOMO-LUMO gap (eV): 6.661

```
82
Properties=species:S:1:pos:R:3:lowdin_charge:R:1
Sn 0.63 0.45 1.09 0.9500
N -3.86 -0.62 1.00 0.1535
C -2.68 -0.08 1.27 -0.1790
N -1.57 -0.38 0.64 -0.0174
C -1.61 -1.37 -0.34 -0.2751
N -0.54 -1.94 -0.78 0.1207
N 0.60 -1.50 -0.13 -0.0939
C 1.60 -2.29 -0.24 -0.0632
C 2.86 -1.99 0.44 -0.2985
C 3.97 -2.81 0.30 0.0145
C 5.13 -2.47 0.98 -0.0170
C 5.13 -1.33 1.78 -0.0199
C 3.98 -0.57 1.85 -0.1191
N 2.87 -0.89 1.21 -0.0029
C -2.91 -1.82 -0.83 -0.0939
C -3.05 -2.62 -1.97 0.0052
C -4.31 -3.05 -2.34 -0.0369
C -5.43 -2.70 -1.59 -0.0324
C -5.31 -1.91 -0.46 0.0030
C -4.04 -1.47 -0.10 -0.1926
H -4.66 -0.34 1.54 0.1745
H -2.64 0.64 2.07 0.0914
H 1.50 -3.19 -0.83 0.1503
H 3.92 -3.68 -0.33 0.1303
H 6.02 -3.08 0.89 0.1255
H 6.02 -1.03 2.32 0.1201
H 3.94 0.33 2.46 0.1210
H -2.17 -2.88 -2.53 0.1215
H -4.42 -3.67 -3.22 0.1186
H -6.41 -3.06 -1.88 0.1216
H -6.18 -1.63 0.12 0.1261
I -1.48 3.53 2.20 0.8530
C -0.89 4.52 0.43 -0.9949
I 0.70 3.59 -0.66 1.5033
H -0.49 5.49 0.71 -0.0150
H -1.75 4.62 -0.22 -0.0516
C -4.05 1.73 -1.51 -0.0533
C -2.62 2.26 -1.64 -0.3840
C -2.68 3.66 -2.28 -0.0662
C -1.71 1.40 -2.49 -0.1640
C -2.24 0.75 -3.60 -0.0293
C -1.42 0.09 -4.49 -0.0479
C -0.04 0.14 -4.33 -0.0230
C 0.54 0.79 -3.24 -0.1419
C 2.06 0.89 -3.26 -0.3600
C 2.61 2.31 -3.10 -0.0975
C 2.78 -0.05 -2.30 -0.0615
C -0.32 1.34 -2.26 -0.3319
N 0.23 1.69 -0.98 -0.5751
H -4.56 2.25 -0.69 0.0898
H -4.07 0.66 -1.32 0.0561
H -4.62 1.92 -2.41 0.0886
H -2.18 2.33 -0.64 0.0647
H -3.12 3.57 -3.28 0.0983
H -1.69 4.11 -2.41 0.0530
H -3.32 4.33 -1.71 0.0883
H -3.31 0.77 -3.77 0.1174
H -1.84 -0.42 -5.35 0.1147
H 0.60 -0.30 -5.07 0.1199
H 2.33 0.58 -4.27 0.1297
H 2.78 2.57 -2.05 0.0081
H 1.96 3.06 -3.57 0.0793
H 3.59 2.38 -3.59 0.0913
H 2.58 0.23 -1.27 0.0359
H 3.86 0.00 -2.46 0.0946
H 2.46 -1.09 -2.46 0.0809
C 0.98 1.44 5.05 -0.0198
N 1.80 0.24 5.00 -0.1117
C 2.99 0.05 5.68 -0.0197
C 3.39 -1.21 5.44 -0.0239
N 2.44 -1.79 4.62 -0.1148
C 2.47 -3.16 4.13 -0.0090
C 1.46 -0.90 4.37 -0.6969
Se -0.07 -1.22 3.36 0.6432
H 1.52 2.19 5.62 0.1032
H 0.04 1.22 5.54 0.1011
H 0.80 1.81 4.05 0.0277
H 3.44 0.83 6.27 0.1352
H 4.25 -1.76 5.79 0.1355
H 3.35 -3.65 4.53 0.1031
H 2.50 -3.17 3.04 0.0744
H 1.58 -3.69 4.47 0.0962
```



C32H38N4O6S4SbTcTe as an isolated structure. Source: OMol25; level of theory: ωB97M-V/def2-TZVPD.

Output
Charge: +3
Spin multiplicity: 2
⟨S²⟩: 0.7615
HOMO level (alpha / beta) (eV): -15.38 / -15.48
ΔE to the lowest compared entry with this formula, charge and spin (eV): 0.000
HOMO-LUMO gap (alpha / beta) (eV): 6.260 / 5.834

```
87
Properties=species:S:1:pos:R:3:lowdin_spin:R:1
Tc -2.03 -0.86 1.64 0.0673
O -5.74 -1.26 3.43 0.0008
C -4.53 -1.05 3.02 0.0008
O -4.05 -1.57 2.01 -0.0003
C -3.73 -0.11 3.87 0.0005
C -4.12 0.50 5.04 -0.0004
C -3.20 1.31 5.70 0.0012
C -1.93 1.48 5.18 0.0001
C -1.60 0.83 3.99 0.0023
N -2.50 0.07 3.36 0.0043
C -0.29 0.78 3.27 0.0003
O 0.75 1.45 3.68 0.0000
O -0.18 0.06 2.28 0.0013
H -6.22 -1.87 2.85 0.0000
H -5.12 0.34 5.43 -0.0001
H -3.48 1.81 6.62 0.0001
H -1.21 2.09 5.70 0.0001
H 0.59 2.01 4.45 0.0000
S 0.14 -4.44 -3.13 0.0234
Sb -2.02 -4.14 -3.13 0.0024
S -2.42 -4.06 -0.33 0.2953
S -1.68 -2.23 -0.41 0.3398
S -2.05 -1.43 -2.18 0.2557
N -1.34 -2.54 2.63 0.0008
C -0.85 -3.50 3.08 0.0010
N -0.33 -4.57 3.55 0.0015
C 0.44 -4.61 4.82 0.0001
C 1.82 -5.18 4.52 0.0000
O 1.71 -6.43 3.89 0.0000
C 1.07 -6.34 2.63 0.0001
C -0.36 -5.85 2.80 0.0004
H -0.10 -5.26 5.51 0.0001
H 0.49 -3.60 5.24 0.0000
H 2.36 -5.33 5.45 0.0000
H 2.39 -4.48 3.90 0.0000
H 1.08 -7.33 2.19 0.0000
H 1.62 -5.65 1.98 0.0000
H -0.94 -6.56 3.39 0.0001
H -0.85 -5.69 1.84 0.0006
C -3.42 2.49 -0.42 -0.0002
C -2.23 1.60 -0.21 0.0002
O -1.15 1.99 -0.94 -0.0007
N -2.25 0.60 0.55 -0.0057
Te 0.36 0.82 -1.39 0.0004
C 0.26 0.87 -3.49 0.0026
C 1.38 0.24 -4.05 0.0006
C 2.49 -0.35 -3.22 0.0001
C 1.45 0.15 -5.44 0.0000
C 0.45 0.65 -6.25 0.0003
C 0.55 0.59 -7.75 0.0001
C -0.67 1.23 -5.65 -0.0001
C -0.80 1.34 -4.27 0.0003
C -2.07 1.95 -3.73 0.0010
C 1.85 2.22 -1.00 -0.0004
C 2.89 1.81 -0.14 0.0000
C 2.99 0.45 0.51 0.0000
C 3.93 2.69 0.07 0.0000
C 3.99 3.94 -0.54 0.0000
C 5.15 4.86 -0.32 0.0000
C 2.95 4.30 -1.39 0.0000
C 1.88 3.47 -1.66 0.0000
C 0.84 3.94 -2.64 0.0000
H -3.76 2.40 -1.46 0.0000
H -3.13 3.52 -0.25 0.0000
H -4.23 2.21 0.25 0.0000
H 2.11 -1.07 -2.48 0.0000
H 3.07 0.41 -2.70 0.0000
H 3.18 -0.90 -3.85 0.0000
H 2.32 -0.33 -5.88 0.0000
H 1.33 -0.11 -8.06 0.0000
H 0.80 1.57 -8.15 0.0000
H -0.39 0.28 -8.19 0.0000
H -1.47 1.60 -6.27 0.0000
H -2.77 2.11 -4.54 0.0000
H -1.89 2.92 -3.25 0.0001
H -2.54 1.30 -2.99 0.0017
H 2.07 -0.13 0.50 0.0000
H 3.29 0.56 1.55 0.0000
H 3.77 -0.14 0.01 0.0000
H 4.74 2.39 0.73 0.0000
H 5.70 4.60 0.59 0.0000
H 4.82 5.90 -0.25 0.0000
H 5.84 4.80 -1.16 0.0000
H 2.98 5.27 -1.88 0.0000
H 0.76 5.02 -2.61 0.0000
H -0.15 3.53 -2.44 0.0000
H 1.13 3.66 -3.66 0.0000
```



C32H39AlN8 as an isolated structure. Source: OMol25; level of theory: ωB97M-V/def2-TZVPD.

Output
Charge: +2
HOMO level (eV): -13.31
HOMO-LUMO gap (eV): 6.892

```
80
Properties=species:S:1:pos:R:3:lowdin_charge:R:1
Al -0.47 -0.79 0.51 0.4551
C 3.75 0.49 -1.19 -0.0112
N 3.25 -0.82 -1.60 -0.1289
C 4.26 -1.67 -2.23 -0.0196
C 2.02 -1.27 -1.29 -0.3367
N 1.35 -0.89 -0.22 0.1166
C 2.00 -0.42 0.97 -0.2183
C 3.10 -1.07 1.46 -0.0349
C 3.66 -0.75 2.70 -0.0270
C 3.09 0.21 3.48 0.0000
C 1.95 0.92 3.04 -0.1281
C 1.41 1.95 3.84 0.0053
C 0.35 2.69 3.41 -0.0253
C -0.24 2.42 2.16 -0.0273
C 0.25 1.43 1.35 -0.2308
N -0.36 1.08 0.10 0.1166
C -0.53 1.96 -0.88 -0.3080
N -0.08 3.25 -0.81 -0.1384
C -0.93 4.36 -1.23 -0.0247
C 1.20 3.65 -0.24 -0.0135
N -1.15 1.59 -2.02 -0.0958
C -0.84 2.25 -3.30 -0.0112
C -1.88 0.35 -2.12 -0.0067
C 1.38 0.63 1.76 -0.0444
N 1.45 -2.16 -2.14 -0.1241
C 0.43 -3.09 -1.68 -0.0184
C 1.64 -2.07 -3.59 -0.0244
H 4.29 0.93 -2.03 0.1070
H 4.42 0.42 -0.33 0.1007
H 2.92 1.14 -0.93 0.0759
H 5.16 -1.66 -1.62 0.1038
H 4.52 -1.31 -3.23 0.1010
H 3.90 -2.70 -2.30 0.0970
H 3.54 -1.86 0.86 0.1329
H 4.54 -1.29 3.05 0.1238
H 3.51 0.45 4.45 0.1289
H 1.87 2.15 4.80 0.1299
H -0.05 3.49 4.03 0.1243
H -1.08 3.02 1.82 0.1220
H -1.93 4.01 -1.45 0.0973
H -0.52 4.88 -2.10 0.0986
H -0.99 5.08 -0.41 0.1021
H 1.82 2.78 -0.03 0.0772
H 1.07 4.22 0.68 0.0991
H 1.72 4.27 -0.97 0.1079
H 0.06 2.85 -3.21 0.0949
H -1.66 2.88 -3.64 0.1038
H -0.67 1.47 -4.05 0.0975
H -2.69 0.31 -1.40 0.0690
H -1.22 -0.52 -2.00 0.0720
H -2.31 0.27 -3.11 0.1136
H 0.73 -3.59 -0.77 0.0930
H 0.27 -3.83 -2.46 0.1100
H -0.55 -2.61 -1.51 0.0697
H 2.20 -1.18 -3.84 0.0930
H 0.66 -2.02 -4.07 0.0978
H 2.17 -2.94 -3.98 0.1023
C -5.75 1.67 0.16 -0.0503
C -4.57 2.16 0.72 -0.0511
C -3.51 1.30 0.96 -0.0323
C -3.64 -0.04 0.64 -0.2653
C -4.81 -0.54 0.10 -0.0203
C -5.87 0.32 -0.15 -0.0439
N -2.52 -0.92 0.90 0.0397
N -2.86 -2.01 1.39 0.1682
C -1.79 -2.88 1.73 -0.2672
C -2.15 -4.09 2.30 0.0156
C -1.13 -4.95 2.71 -0.0350
C 0.19 -4.56 2.55 -0.0325
C 0.52 -3.33 1.96 -0.0720
C -0.47 -2.45 1.54 -0.1100
H -6.58 2.34 -0.03 0.1176
H -4.49 3.21 0.98 0.1142
H -2.61 1.66 1.43 0.0845
H -4.90 -1.60 -0.13 0.1201
H -6.78 -0.06 -0.57 0.1193
H -3.19 -4.35 2.41 0.1277
H -1.37 -5.90 3.15 0.1207
H 0.98 -5.22 2.88 0.1187
H 1.56 -3.07 1.86 0.0919
```



A 5-piece molecular cluster, C32H39BN5O10 overall at a distorted geometry. Source: OMol25; level of theory: ωB97M-V/def2-TZVPD.

Output
Charge: -1
HOMO level (eV): -3.00
HOMO-LUMO gap (eV): 3.143

```
87
Properties=species:S:1:pos:R:3:lowdin_charge:R:1
C 9.31 -1.03 0.32 -0.1408
C 8.02 -0.91 -0.66 -0.3324
N 7.65 -2.28 -1.07 -0.0890
B 6.19 -2.42 -1.51 -0.6413
C 5.13 -2.84 -0.31 -0.2313
C 5.41 -2.16 1.12 -0.1969
C 4.41 -2.89 2.19 -0.1020
C 5.15 -4.00 3.04 -0.3874
O 5.21 -3.86 4.28 0.0387
O 5.78 -5.16 2.49 -0.0759
C 7.12 -4.78 2.05 -0.2442
C 8.12 -6.02 1.95 -0.0811
H 9.15 -1.78 1.16 0.0471
H 10.22 -1.39 -0.27 0.0621
H 9.50 0.01 0.78 0.0573
H 7.20 -0.35 -0.11 0.0856
H 8.35 -0.26 -1.55 0.1030
H 7.93 -2.99 -0.39 0.0467
H 5.74 -1.46 -2.07 0.0305
H 6.15 -3.32 -2.32 0.0197
H 4.10 -2.47 -0.64 0.0716
H 5.00 -3.98 -0.18 0.0883
H 5.18 -1.06 1.03 0.1016
H 6.49 -2.25 1.47 0.0846
H 4.03 -2.07 2.89 0.1131
H 3.48 -3.31 1.64 0.0980
H 7.00 -4.36 1.00 0.1016
H 7.55 -3.95 2.71 0.1339
H 9.11 -5.61 1.55 0.0814
H 7.72 -6.74 1.17 0.0808
H 8.26 -6.47 2.98 0.0742
C -0.89 0.17 3.89 -0.0786
C -0.57 -1.18 3.83 -0.0694
C 0.30 -1.66 2.86 0.0029
C 0.86 -0.76 1.96 -0.1350
C 0.55 0.59 2.00 -0.0011
C -0.33 1.06 2.97 -0.0933
N 1.81 -1.26 0.95 -0.3150
O 2.04 -2.46 0.93 0.0317
O 2.30 -0.44 0.19 0.0903
H -1.56 0.54 4.65 0.1055
H -1.01 -1.87 4.55 0.1044
H 0.54 -2.71 2.83 0.1214
H 0.98 1.29 1.29 0.1204
H -0.57 2.11 3.01 0.0980
C -3.25 1.75 -3.50 -0.0589
C -3.71 0.58 -2.91 -0.0591
C -3.59 0.41 -1.54 -0.0021
C -3.02 1.41 -0.77 -0.1379
C -2.54 2.58 -1.35 -0.0028
C -2.66 2.75 -2.73 -0.0678
N -2.91 1.24 0.68 -0.3335
O -3.32 0.20 1.16 0.0788
O -2.43 2.16 1.33 0.0527
H -3.35 1.89 -4.58 0.1082
H -4.16 -0.19 -3.52 0.1069
H -3.96 -0.51 -1.09 0.0856
H -2.09 3.37 -0.76 0.1174
H -2.30 3.66 -3.20 0.0741
C -9.63 -1.26 -0.90 -0.0763
C -9.54 -2.16 -1.96 -0.0702
C -8.31 -2.68 -2.34 -0.0022
C -7.17 -2.30 -1.64 -0.1405
C -7.24 -1.39 -0.59 0.0052
C -8.48 -0.88 -0.22 -0.0651
N -5.87 -2.86 -2.02 -0.3374
O -5.84 -3.63 -2.97 0.0826
O -4.89 -2.52 -1.37 0.0661
H -10.59 -0.87 -0.60 0.1057
H -10.44 -2.46 -2.48 0.1068
H -8.26 -3.38 -3.16 0.1191
H -6.35 -1.08 -0.05 0.1181
H -8.54 -0.17 0.61 0.1086
C -5.46 8.15 0.02 -0.0730
C -5.15 6.79 -0.03 -0.0618
C -4.28 6.32 -1.00 0.0096
C -3.72 7.21 -1.91 -0.1366
C -4.03 8.57 -1.87 -0.0012
C -4.90 9.03 -0.90 -0.0683
N -2.78 6.72 -2.92 -0.3223
O -2.54 5.52 -2.94 0.0431
O -2.28 7.53 -3.68 0.0932
H -6.14 8.52 0.78 0.1068
H -5.59 6.11 0.68 0.1101
H -4.04 5.26 -1.04 0.1121
H -3.60 9.26 -2.58 0.1194
H -5.15 10.09 -0.85 0.1074
```



Repeat the third record exactly.
C32H39AlN8 as an isolated structure. Source: OMol25; level of theory: ωB97M-V/def2-TZVPD.

Output
Charge: +2
HOMO level (eV): -13.31
HOMO-LUMO gap (eV): 6.892

```
80
Properties=species:S:1:pos:R:3:lowdin_charge:R:1
Al -0.47 -0.79 0.51 0.4551
C 3.75 0.49 -1.19 -0.0112
N 3.25 -0.82 -1.60 -0.1289
C 4.26 -1.67 -2.23 -0.0196
C 2.02 -1.27 -1.29 -0.3367
N 1.35 -0.89 -0.22 0.1166
C 2.00 -0.42 0.97 -0.2183
C 3.10 -1.07 1.46 -0.0349
C 3.66 -0.75 2.70 -0.0270
C 3.09 0.21 3.48 0.0000
C 1.95 0.92 3.04 -0.1281
C 1.41 1.95 3.84 0.0053
C 0.35 2.69 3.41 -0.0253
C -0.24 2.42 2.16 -0.0273
C 0.25 1.43 1.35 -0.2308
N -0.36 1.08 0.10 0.1166
C -0.53 1.96 -0.88 -0.3080
N -0.08 3.25 -0.81 -0.1384
C -0.93 4.36 -1.23 -0.0247
C 1.20 3.65 -0.24 -0.0135
N -1.15 1.59 -2.02 -0.0958
C -0.84 2.25 -3.30 -0.0112
C -1.88 0.35 -2.12 -0.0067
C 1.38 0.63 1.76 -0.0444
N 1.45 -2.16 -2.14 -0.1241
C 0.43 -3.09 -1.68 -0.0184
C 1.64 -2.07 -3.59 -0.0244
H 4.29 0.93 -2.03 0.1070
H 4.42 0.42 -0.33 0.1007
H 2.92 1.14 -0.93 0.0759
H 5.16 -1.66 -1.62 0.1038
H 4.52 -1.31 -3.23 0.1010
H 3.90 -2.70 -2.30 0.0970
H 3.54 -1.86 0.86 0.1329
H 4.54 -1.29 3.05 0.1238
H 3.51 0.45 4.45 0.1289
H 1.87 2.15 4.80 0.1299
H -0.05 3.49 4.03 0.1243
H -1.08 3.02 1.82 0.1220
H -1.93 4.01 -1.45 0.0973
H -0.52 4.88 -2.10 0.0986
H -0.99 5.08 -0.41 0.1021
H 1.82 2.78 -0.03 0.0772
H 1.07 4.22 0.68 0.0991
H 1.72 4.27 -0.97 0.1079
H 0.06 2.85 -3.21 0.0949
H -1.66 2.88 -3.64 0.1038
H -0.67 1.47 -4.05 0.0975
H -2.69 0.31 -1.40 0.0690
H -1.22 -0.52 -2.00 0.0720
H -2.31 0.27 -3.11 0.1136
H 0.73 -3.59 -0.77 0.0930
H 0.27 -3.83 -2.46 0.1100
H -0.55 -2.61 -1.51 0.0697
H 2.20 -1.18 -3.84 0.0930
H 0.66 -2.02 -4.07 0.0978
H 2.17 -2.94 -3.98 0.1023
C -5.75 1.67 0.16 -0.0503
C -4.57 2.16 0.72 -0.0511
C -3.51 1.30 0.96 -0.0323
C -3.64 -0.04 0.64 -0.2653
C -4.81 -0.54 0.10 -0.0203
C -5.87 0.32 -0.15 -0.0439
N -2.52 -0.92 0.90 0.0397
N -2.86 -2.01 1.39 0.1682
C -1.79 -2.88 1.73 -0.2672
C -2.15 -4.09 2.30 0.0156
C -1.13 -4.95 2.71 -0.0350
C 0.19 -4.56 2.55 -0.0325
C 0.52 -3.33 1.96 -0.0720
C -0.47 -2.45 1.54 -0.1100
H -6.58 2.34 -0.03 0.1176
H -4.49 3.21 0.98 0.1142
H -2.61 1.66 1.43 0.0845
H -4.90 -1.60 -0.13 0.1201
H -6.78 -0.06 -0.57 0.1193
H -3.19 -4.35 2.41 0.1277
H -1.37 -5.90 3.15 0.1207
H 0.98 -5.22 2.88 0.1187
H 1.56 -3.07 1.86 0.0919
```